(1)
DFT (ωB97M-V/def2-TZVPD) results for a structure of composition C23H45As3IN2W in a non-equilibrium geometry.

Geometry as XYZ:
```
75
Properties=species:S:1:pos:R:3
W -0.1239 0.6112 0.2516
C -0.9293 3.9064 1.6707
C -0.5044 3.0254 0.5428
C 0.8659 2.6308 0.4090
C 1.3616 2.1867 -0.8563
C 2.8143 2.3140 -1.1822
C 0.4404 1.6979 -1.7849
C -0.9552 1.7444 -1.5279
C -1.9439 1.2992 -2.5699
C -1.3906 2.5190 -0.3990
H -0.4781 3.5989 2.6120
H -2.0108 3.9424 1.7765
H -0.5708 4.9151 1.4451
H 1.5763 2.9768 1.1480
H 3.1502 1.5722 -1.9020
H 3.4411 2.2924 -0.2943
H 2.9423 3.3008 -1.6376
H 0.7920 1.3017 -2.7285
H -1.6861 0.3298 -2.9914
H -1.9486 2.0271 -3.3835
H -2.9510 1.2477 -2.1611
H -2.4507 2.7043 -0.2814
C 3.1231 0.6815 2.4258
As 2.2202 -0.3061 1.0464
C 3.6424 -0.6197 -0.2323
C 1.9759 -2.0496 1.8826
C 1.2284 -3.1807 1.1431
C -0.2163 -3.2805 1.6205
C 1.2539 -2.9673 -0.3805
As 0.0992 -1.5846 -1.1513
C 0.8824 -1.3858 -2.9084
C -1.5669 -2.4708 -1.5225
C 1.9898 -4.5040 1.3802
As 2.2836 -5.4207 3.1462
C 2.1241 -3.9749 4.4711
C 0.5020 -6.1993 3.4063
H 4.0237 0.1122 2.6585
H 2.4934 0.7631 3.3063
H 3.4092 1.6702 2.0732
H 4.1662 -1.5083 0.1199
H 4.3302 0.2196 -0.2230
H 3.2884 -0.7883 -1.2443
H 1.5224 -1.8297 2.8477
H 3.0148 -2.3329 2.0749
H -0.7812 -2.3583 1.4377
H -0.2620 -3.4697 2.6904
H -0.7320 -4.1029 1.1194
H 0.9028 -3.8655 -0.8960
H 2.2563 -2.7637 -0.7570
H 1.0331 -2.3930 -3.2970
H 1.8405 -0.8762 -2.8500
H 0.2105 -0.8447 -3.5708
H -1.3104 -3.3942 -2.0416
H -2.1820 -1.8496 -2.1702
H -2.0938 -2.6995 -0.6015
H 2.9935 -4.3952 0.9571
H 1.5052 -5.2892 0.7907
H 2.9721 -3.2925 4.4116
H 2.1821 -4.4691 5.4416
H 1.1863 -3.4207 4.4397
H 0.2229 -6.7663 2.5180
H -0.2789 -5.4798 3.6432
H 0.5805 -6.9042 4.2332
C -5.3887 -0.9457 -0.3600
N -4.4928 -0.4497 0.7124
C -5.0721 -0.1622 2.0505
C -3.2441 -0.2619 0.5044
N -2.0950 -0.1179 0.3452
H -5.8981 -1.8348 0.0051
H -4.7970 -1.1966 -1.2363
H -6.1151 -0.1729 -0.6023
H -5.5860 -1.0564 2.3960
H -5.7728 0.6651 1.9622
H -4.2692 0.0903 2.7378
I -0.5464 0.4831 2.9130
```

Properties
- energy above the lowest of the compared OMol25 structures with the same formula, charge and spin (kJ/mol) = 32.06
- LUMO level (eV) = -11.35
- HOMO (eV) = -15.02
- electronic energy (Eh) = -8084.0487
- charge = +3

Charges obtained by Mulliken population analysis, quoted in units of e: 0.377 -1.513 0.129 -0.007 0.543 -1.632 -0.345 0.449 -1.611 -0.412 0.382 0.407 0.377 0.663 0.413 0.345 0.432 0.844 0.248 0.389 0.358 0.593 -1.253 0.333 -1.324 -1.487 2.887 -1.369 -2.411 0.774 -1.327 -1.419 -2.141 0.319 -0.981 -1.076 0.519 0.379 0.432 0.513 0.583 0.212 0.363 0.800 -0.144 0.295 0.416 0.914 0.377 0.525 0.370 0.437 0.603 0.384 0.366 0.564 0.603 0.268 0.428 0.255 0.329 0.293 0.399 -0.862 0.046 -0.839 0.140 0.274 0.348 0.280 0.350 0.333 0.345 0.275 -0.124

---

(2)
DFT (ωB97M-V/def2-TZVPD) results for a cluster of 5 separate species, C23H45BBrCl2O7 in total in a non-equilibrium geometry.

Geometry as XYZ:
```
79
Properties=species:S:1:pos:R:3
C 0.2738 -0.9667 7.6423
C 0.4307 -2.2690 6.8819
O -0.6624 -2.5149 6.0387
C -0.3475 -2.8474 4.6939
C -0.4231 -1.6775 3.6277
C 1.0372 -1.3772 3.2767
C 1.4358 -0.2383 2.3413
C 1.2046 1.1615 2.8894
Br 0.7221 -0.4200 0.5375
C -1.2807 -0.5385 4.2010
O -2.5886 -1.0466 4.0750
B -2.5894 -1.5580 2.6850
C -2.9006 -0.4134 1.5411
Cl -2.9380 -1.1681 -0.0912
C -4.1888 0.3425 1.8967
C -3.8314 1.4909 2.8046
Cl -4.9987 1.0966 0.4427
O -1.2141 -2.1548 2.5812
H 1.0507 -0.8879 8.3980
H 0.4106 -0.1445 6.9552
H -0.6898 -0.9071 8.1286
H 0.5231 -3.0656 7.6235
H 1.3774 -2.2224 6.3492
H 0.6519 -3.2796 4.6561
H -1.0125 -3.6211 4.3443
H 1.4415 -2.2813 2.8308
H 1.6071 -1.2090 4.1859
H 2.5026 -0.3279 2.2024
H 1.0793 1.0864 3.9645
H 0.2917 1.5889 2.5077
H 2.0458 1.8082 2.6873
H -1.2239 0.3610 3.5865
H -1.0856 -0.2009 5.2115
H -3.4267 -2.4477 2.5496
H -2.1026 0.3119 1.5230
H -4.8964 -0.3209 2.3698
H -2.9659 2.0181 2.4260
H -3.5589 1.0552 3.7609
H -4.6516 2.1868 2.9099
C 1.9145 -3.4472 -0.8001
C 3.0762 -4.2368 -1.3404
O 3.7335 -4.9820 -0.6476
C 3.3977 -4.0527 -2.8066
H 1.7864 -3.6627 0.2575
H 2.1006 -2.3791 -0.9184
H 0.9980 -3.7144 -1.3286
H 3.6385 -3.0073 -3.0057
H 2.5435 -4.3480 -3.4173
H 4.2528 -4.6726 -3.0707
C -3.6602 2.7841 -2.3201
C -3.1888 4.1609 -2.7127
O -2.1011 4.5856 -2.3907
C -4.1397 5.0023 -3.5330
H -2.8941 2.2812 -1.7352
H -4.5663 2.8574 -1.7196
H -3.8689 2.1943 -3.2148
H -5.0670 5.1639 -2.9804
H -4.3682 4.5020 -4.4751
H -3.6840 5.9631 -3.7506
C -2.6056 9.0286 -4.1702
C -3.1564 8.6118 -5.5130
O -3.8929 7.6612 -5.6274
C -2.7409 9.4375 -6.7083
H -2.9755 8.3569 -3.3995
H -1.5156 8.9858 -4.1834
H -2.9197 10.0476 -3.9374
H -1.6561 9.4115 -6.8216
H -3.0603 10.4727 -6.5770
H -3.2025 9.0333 -7.6061
C 7.1811 -6.5693 -3.3926
C 6.8995 -7.0896 -4.7815
O 6.0717 -7.9451 -4.9864
C 7.7057 -6.4876 -5.9097
H 6.5395 -7.0757 -2.6758
H 8.2239 -6.7543 -3.1292
H 6.9836 -5.4971 -3.3479
H 8.7698 -6.6651 -5.7452
H 7.5288 -5.4123 -5.9633
H 7.4095 -6.9447 -6.8509
```

Properties
- energy above the lowest of the compared OMol25 structures with the same formula, charge and spin (kJ/mol) = 10.65
- LUMO level (eV) = 2.07
- HOMO (eV) = -4.82
- electronic energy (Eh) = -4949.3936
- charge = -1

Charges obtained by Mulliken population analysis, quoted in units of e: -1.170 -0.129 -0.369 -1.744 2.605 -1.630 0.161 -1.268 -0.181 -0.532 -0.913 1.123 -0.027 -0.261 0.430 -1.352 -0.261 -0.810 0.425 0.190 0.286 0.364 0.215 0.524 0.434 0.279 0.256 0.471 0.258 0.280 0.382 0.266 -0.002 -0.356 -0.131 0.241 0.293 0.214 0.465 -0.778 0.749 -0.581 -0.879 0.211 0.182 0.340 0.312 0.327 0.090 -0.925 0.798 -0.586 -0.779 0.280 0.214 0.325 0.342 0.344 -0.023 -1.040 0.849 -0.520 -1.120 0.252 0.309 0.340 0.318 0.318 0.296 -1.103 0.852 -0.546 -1.049 0.270 0.388 0.291 0.311 0.303 0.292